Entry 1:
This record from the OMol25 dataset describes a structure of composition C47H56CaP2. The level of theory is ωB97M-V/def2-TZVPD.

The calculation puts the energy above the lowest of the compared OMol25 structures with the same formula, charge and spin at 35.1 kJ/mol. The value obtained for the highest occupied orbital energy is -7.59 eV. The multiplicity is 1. The calculation puts the frontier orbital gap at 8.18 eV. Its total energy is -86666.202 eV.

Positions of all 106 atoms, in Å:
Ca: 1.6761 1.2091 -0.2879
C: 0.3305 2.2454 1.6149
C: 1.6486 2.8173 1.6687
C: 1.7083 3.7942 0.6030
C: 0.4854 3.6865 -0.0957
C: -0.3794 2.7821 0.5337
C: -1.8272 2.5889 0.1200
C: -1.9324 1.8548 -1.2270
C: -2.4975 3.9610 -0.0538
C: -2.5837 1.8244 1.2056
C: 2.7187 4.8801 0.1656
C: 2.1417 5.6850 -1.0105
C: 2.9179 5.8966 1.3032
C: 4.0766 4.3773 -0.3300
C: 2.5015 2.5563 2.9139
C: 2.2344 1.1383 3.4406
C: 2.0878 3.5375 4.0271
C: 4.0150 2.6327 2.7030
H: -0.0416 1.5233 2.3283
H: 0.2215 4.2801 -0.9564
H: -1.3209 2.3547 -1.9835
H: -2.9626 1.8563 -1.5959
H: -1.5904 0.8237 -1.1610
H: -2.0797 4.5028 -0.9030
H: -2.3680 4.5774 0.8371
H: -3.5678 3.8341 -0.2367
H: -2.1505 0.8311 1.3594
H: -3.6330 1.6971 0.9340
H: -2.5400 2.3550 2.1580
H: 1.2143 6.1930 -0.7411
H: 1.9517 5.0533 -1.8804
H: 2.8657 6.4453 -1.3078
H: 1.9529 6.2593 1.6629
H: 3.4944 6.7546 0.9475
H: 3.4502 5.4729 2.1486
H: 3.9573 3.7633 -1.2237
H: 4.6227 3.8010 0.4099
H: 4.6986 5.2322 -0.6078
H: 1.2161 1.0091 3.8064
H: 2.9066 0.9170 4.2731
H: 2.4168 0.3751 2.6741
H: 1.0175 3.4587 4.2233
H: 2.2979 4.5686 3.7500
H: 2.6263 3.3166 4.9540
H: 4.3563 1.9048 1.9615
H: 4.5160 2.3993 3.6461
H: 4.3535 3.6156 2.3990
C: 3.1287 -0.4553 -2.5366
C: 3.5290 0.8642 -2.2927
C: 4.0706 0.9245 -0.9815
C: 3.9893 -0.3797 -0.4333
C: 3.4058 -1.2191 -1.3964
H: 2.6935 -0.8208 -3.4532
H: 3.4501 1.6925 -2.9851
H: 4.5583 1.7752 -0.5368
H: 4.3204 -0.6563 0.5592
H: 3.2121 -2.2782 -1.2954
C: -1.9512 -1.8195 -0.1911
P: -0.1381 -1.4714 -0.4259
C: 0.3365 -2.9004 -1.4433
C: 0.3855 -4.1948 -0.9278
C: 0.6928 -5.2635 -1.7516
C: 0.9485 -5.0485 -3.1005
C: 0.8856 -3.7669 -3.6232
C: 0.5769 -2.6968 -2.7953
C: 0.4982 -1.9279 1.2373
C: -0.2538 -1.6485 2.3793
C: 0.2251 -1.9629 3.6423
C: 1.4655 -2.5621 3.7875
C: 2.2281 -2.8365 2.6612
C: 1.7529 -2.5177 1.3976
P: -2.8240 -1.9965 -1.8292
C: -2.7695 -3.8136 -2.0856
C: -2.9971 -4.7398 -1.0673
C: -2.9643 -6.0980 -1.3262
C: -2.7072 -6.5540 -2.6141
C: -2.4842 -5.6455 -3.6340
C: -2.5127 -4.2816 -3.3687
C: -4.5644 -1.7948 -1.2665
C: -5.5725 -2.6949 -1.6144
C: -6.8909 -2.4559 -1.2521
C: -7.2285 -1.3178 -0.5377
C: -6.2379 -0.4098 -0.1961
C: -4.9231 -0.6430 -0.5657
H: -2.4156 -0.9982 0.3529
H: -2.0671 -2.7139 0.4247
H: 0.1858 -4.3682 0.1236
H: 0.7281 -6.2655 -1.3434
H: 1.1919 -5.8861 -3.7423
H: 1.0809 -3.5943 -4.6742
H: 0.5346 -1.6952 -3.2023
H: -1.2327 -1.1949 2.2908
H: -0.3772 -1.7418 4.5147
H: 1.8366 -2.8106 4.7734
H: 3.2001 -3.3037 2.7582
H: 2.3517 -2.7489 0.5296
H: -3.2186 -4.3965 -0.0630
H: -3.1442 -6.8049 -0.5257
H: -2.6827 -7.6172 -2.8179
H: -2.2806 -5.9926 -4.6394
H: -2.3260 -3.5726 -4.1661
H: -5.3354 -3.5905 -2.1714
H: -7.6566 -3.1692 -1.5306
H: -8.2567 -1.1362 -0.2526
H: -6.4872 0.4877 0.3566
H: -4.1674 0.0861 -0.3028

Forces on atoms 1 to 2 (eV/Å):
Ca -0.168 -0.631 -0.752
C 0.242 0.050 0.177



Entry 2:
This record from the OMol25 dataset describes a structure of composition C47H56FeN6O2Si. The level of theory is ωB97M-V/def2-TZVPD.

The expectation value of S² is 6.0153. The value obtained for the highest occupied orbital energy (spin up / spin down) is -7.14 / -7.18 eV. The multiplicity is 5. The calculation puts the frontier orbital gap (spin up / spin down) at 6.87 / 6.89 eV. Its total energy is -104949.024 eV.

Positions of all 113 atoms, in Å:
Fe: -1.3340 0.2348 0.5598
C: -3.2291 -1.2227 3.1283
O: -2.4134 -0.1434 2.6954
C: -2.0707 0.8061 3.6210
C: -2.3758 0.6898 4.9720
C: -2.0095 1.6964 5.8567
C: -1.3573 2.8235 5.3876
C: -1.0666 2.9392 4.0355
C: -1.3977 1.9348 3.1402
N: -1.1555 2.0110 1.7303
N: -0.5332 3.0810 1.4214
C: -0.3945 3.4899 0.1489
C: -0.9546 2.8230 -0.9822
O: -1.4860 1.6772 -0.9318
C: -0.9052 3.5150 -2.2636
C: -0.3039 4.7063 -2.3911
C: 0.3385 5.3689 -1.2795
C: 0.9614 6.6135 -1.4486
C: 1.5852 7.2387 -0.3952
C: 1.6073 6.6053 0.8539
C: 0.9902 5.3887 1.0385
C: 0.3205 4.7517 -0.0211
H: -4.1870 -0.8522 3.4968
H: -3.3879 -1.8479 2.2569
H: -2.7308 -1.8038 3.9069
H: -2.9015 -0.1763 5.3431
H: -2.2502 1.5948 6.9067
H: -1.0888 3.6232 6.0647
H: -0.5837 3.8255 3.6485
H: -1.3526 3.0103 -3.1095
H: -0.2704 5.1932 -3.3605
H: 0.9453 7.0749 -2.4295
H: 2.0499 8.2067 -0.5268
H: 2.1192 7.0763 1.6840
H: 1.0166 4.9022 2.0038
C: -2.6922 -1.0269 -0.4196
Si: -2.2363 -2.2219 -1.7112
C: -0.8385 -3.3561 -1.1196
N: 0.2424 -2.6533 -0.4278
C: 0.9702 -1.7663 -1.3578
C: 2.4782 -1.8584 -1.1925
C: 2.9541 -3.2951 -1.4124
C: 2.1302 -4.2963 -0.5691
C: 1.1278 -3.5486 0.3083
C: -3.6282 -3.4512 -2.0883
C: -4.2672 -3.5323 -3.3272
C: -5.3231 -4.4109 -3.5450
C: -5.7665 -5.2323 -2.5201
C: -5.1486 -5.1716 -1.2773
C: -4.0967 -4.2913 -1.0716
C: -1.7540 -1.4676 -3.3667
C: -1.2335 -2.2781 -4.3834
C: -0.8501 -1.7498 -5.6080
C: -0.9896 -0.3883 -5.8472
C: -1.5137 0.4313 -4.8589
C: -1.8880 -0.1038 -3.6295
H: -3.2455 -1.6141 0.3241
H: -3.3965 -0.2760 -0.8006
H: -0.4626 -3.9492 -1.9750
H: -1.2957 -4.0750 -0.4309
H: 0.6401 -0.7301 -1.2197
H: 0.7314 -2.0406 -2.3949
H: 2.7659 -1.5006 -0.2001
H: 2.9507 -1.1899 -1.9175
H: 4.0182 -3.3791 -1.1836
H: 2.8458 -3.5285 -2.4747
H: 2.7804 -4.9021 0.0668
H: 1.5937 -4.9922 -1.2171
H: 1.6769 -2.9610 1.0526
H: 0.5029 -4.2521 0.8627
H: -3.9385 -2.8961 -4.1412
H: -5.7999 -4.4520 -4.5167
H: -6.5918 -5.9137 -2.6850
H: -5.4891 -5.8094 -0.4706
H: -3.6326 -4.2568 -0.0901
H: -1.1283 -3.3457 -4.2179
H: -0.4465 -2.3975 -6.3766
H: -0.6941 0.0289 -6.8022
H: -1.6292 1.4929 -5.0465
H: -2.2747 0.5472 -2.8574
C: 3.5215 2.9323 -2.9810
C: 2.5635 2.0843 -3.5110
C: 1.6856 1.4504 -2.6439
N: 1.7187 1.6113 -1.3224
C: 2.6458 2.4302 -0.8263
C: 3.5638 3.1141 -1.6076
H: 4.2209 3.4480 -3.6268
H: 2.4920 1.9100 -4.5762
H: 0.9173 0.7842 -3.0223
H: 2.6397 2.5704 0.2501
H: 4.2843 3.7774 -1.1485
C: 3.8410 0.8567 1.8523
C: 2.7508 1.0836 2.8940
N: 2.0389 -0.1174 3.3157
C: 2.5512 -0.8385 4.4733
C: 3.5761 -1.9160 4.1354
C: 0.9648 -0.5723 2.6089
C: 0.1884 -1.7238 3.1835
N: 0.5670 -0.0777 1.4888
H: 4.2620 1.8110 1.5326
H: 3.4405 0.3552 0.9716
H: 4.6520 0.2474 2.2511
H: 2.0172 1.8018 2.5176
H: 3.1728 1.5343 3.7937
H: 1.7174 -1.2748 5.0204
H: 2.9981 -0.0989 5.1398
H: 3.2001 -2.5838 3.3582
H: 3.7984 -2.5142 5.0203
H: 4.5108 -1.4829 3.7798
H: -0.3021 -1.4363 4.1161
H: 0.8346 -2.5768 3.3859
H: -0.5590 -2.0199 2.4519
H: 1.1739 0.6369 1.1009

Forces on atoms 1 to 2 (eV/Å):
Fe -0.406 -0.126 -0.588
C 0.022 0.031 -0.032